Entry 1
{
  "formula": "C2H4N2O2",
  "method": "ωB97M-V/def2-TZVPD",
  "charge": 0,
  "species": ["N", "C", "O", "O", "C", "N", "H", "H", "H", "H"],
  "xyz": [[-0.8853, 0.0511, -0.6890], [-1.1145, -1.1441, 1.7759], [-1.1503, -2.2319, 1.4454], [1.3232, -0.5790, 1.0696], [1.3166, 0.3226, 0.2670], [0.4170, 0.5415, -0.7479], [-1.1898, -0.2742, -1.5989], [-1.5078, 0.7842, -0.3618], [2.0812, 1.1230, 0.2704], [0.5890, 1.3716, -1.2990]]
}


Entry 2
{
  "formula": "C2H4N2O2",
  "method": "ωB97M-V/def2-TZVPD",
  "charge": 0,
  "species": ["C", "C", "N", "N", "O", "O", "H", "H", "H", "H"],
  "xyz": [[-1.9570, 0.0337, -0.2874], [1.5039, -0.3464, 0.2722], [-0.6630, -0.4088, 0.1096], [0.2727, 0.3931, -0.0060], [0.2066, 1.5915, -0.1658], [-2.9370, -0.5236, 0.0688], [-1.8086, 0.8837, -0.8676], [2.2222, 0.2793, 0.7097], [1.7182, -0.7348, -0.7591], [1.4420, -1.1677, 0.9256]]
}


Entry 3
{
  "formula": "C2H4N2O2",
  "method": "ωB97M-V/def2-TZVPD",
  "charge": 0,
  "species": ["C", "C", "H", "H", "H", "H", "N", "N", "O", "O"],
  "xyz": [[0.0214, -0.3106, 0.0972], [1.5256, -0.2888, 0.0140], [0.4671, 1.6777, -0.5728], [-1.0320, 1.2246, 1.0504], [2.0329, 0.7129, 0.1942], [-2.0600, -0.2081, -0.5521], [-0.4876, 0.9627, -0.1297], [-0.7393, -1.3608, 0.0731], [2.3211, -1.2320, -0.0942], [-2.0492, -1.1776, -0.0801]]
}


Most stable structure: entry 1


Entry 1
{
  "formula": "C2H4N2O2",
  "method": "ωB97M-V/def2-TZVPD",
  "charge": 0,
  "species": ["C", "C", "H", "H", "H", "H", "N", "N", "O", "O"],
  "xyz": [[0.8072, 1.0333, -0.0924], [-2.2926, -0.2392, -0.1999], [0.5920, -1.4963, 0.2071], [1.0931, 2.0234, -0.5641], [-2.5927, 0.8086, -0.1925], [-3.0592, -1.0567, -0.8825], [1.7743, 0.2298, -0.4318], [-0.9680, -0.5740, -0.0154], [1.4563, -1.1798, 0.2326], [-0.5519, 0.8505, 0.5569]]
}


Entry 2
{
  "formula": "C2H4N2O2",
  "method": "ωB97M-V/def2-TZVPD",
  "charge": 0,
  "species": ["N", "C", "O", "N", "C", "O", "H", "H", "H", "H"],
  "xyz": [[0.1418, -0.9075, 1.2698], [-0.5295, 0.1331, 0.6990], [-1.1059, 1.0028, 1.3043], [-0.4743, 0.0733, -0.7326], [0.3893, 0.8606, -1.4549], [0.7163, 0.6168, -2.5945], [0.2548, -0.8942, 2.2717], [0.8253, -1.4079, 0.7241], [-0.7687, -0.7788, -1.1960], [0.7627, 1.7287, -0.8795]]
}


Entry 3
{
  "formula": "C2H4N2O2",
  "method": "ωB97M-V/def2-TZVPD",
  "charge": 0,
  "species": ["C", "C", "H", "H", "H", "H", "N", "N", "O", "O"],
  "xyz": [[-0.0238, 1.1806, -0.1092], [-0.2858, -1.3028, 0.1497], [2.1769, 0.4427, 1.0227], [2.1738, 0.4058, -0.7242], [0.8987, 1.9587, -0.1570], [0.2417, -2.3237, 0.4032], [1.9569, -0.2403, 0.0502], [0.5700, -0.1381, -0.2141], [-1.2065, 1.4671, 0.1606], [-1.4588, -1.1048, -0.1157]]
}


Entry 4
{
  "formula": "C2H4N2O2",
  "method": "ωB97M-V/def2-TZVPD",
  "charge": 0,
  "species": ["C", "C", "H", "H", "H", "H", "N", "N", "O", "O"],
  "xyz": [[0.3873, 1.4074, 0.5260], [0.2395, -1.9512, -0.1406], [-1.3856, 0.4211, -0.5902], [1.2868, 1.9918, 0.9825], [1.1770, -2.2235, 0.2511], [-0.4100, -2.7674, -0.2037], [-0.3939, 2.2096, 0.0061], [-0.2320, -0.7383, -0.1954], [-1.3291, 1.4814, -0.9017], [0.6599, 0.1691, 0.2661]]
}


Most stable structure: entry 2


Entry 1
{
  "formula": "C2H4N2O2",
  "method": "ωB97M-V/def2-TZVPD",
  "charge": 0,
  "species": ["N", "C", "O", "O", "C", "N", "H", "H", "H", "H"],
  "xyz": [[-1.4445, -0.1071, -0.3464], [-0.6411, -0.9729, 0.9488], [-1.0619, -1.9538, 1.4211], [1.1574, -0.6583, 1.0613], [1.3205, 0.3455, 0.2264], [0.7707, 0.2619, -0.9252], [-1.1559, -0.2796, -1.3360], [-1.4358, 0.9230, -0.2949], [1.7933, 1.2648, 0.6062], [0.6973, 1.1764, -1.3614]]
}


Entry 2
{
  "formula": "C2H4N2O2",
  "method": "ωB97M-V/def2-TZVPD",
  "charge": 0,
  "species": ["C", "C", "N", "N", "O", "O", "H", "H", "H", "H"],
  "xyz": [[0.5207, 0.1479, 0.0315], [0.5087, 1.0486, -1.2770], [-0.9934, -1.1510, 1.2463], [-0.8033, -0.1834, 0.3262], [1.4535, -0.0054, 0.7735], [-1.9462, -1.7342, 1.7980], [0.3243, 0.3258, -2.1177], [1.4369, 1.5347, -1.2327], [-0.3250, 1.6257, -1.0541], [-0.1762, -1.6088, 1.5063]]
}


Most stable structure: entry 2


Entry 1
{
  "formula": "C2H5N3OS",
  "method": "ωB97M-V/def2-TZVPD",
  "charge": 0,
  "species": ["C", "C", "H", "H", "H", "H", "H", "N", "N", "N", "O", "S"],
  "xyz": [[-0.4905, -1.7588, -0.5663], [0.3541, 1.6172, 0.0643], [-0.3522, -2.2772, 1.3609], [0.3306, -0.6804, 0.9674], [-1.3443, 1.5145, -1.0066], [0.1110, 2.6659, 0.2463], [1.8839, 1.5859, 1.2069], [-0.3443, -1.4596, 0.7550], [-0.4907, 1.0390, -0.8472], [1.3335, 0.9813, 0.5839], [-0.7676, -2.8357, -1.0386], [-0.2234, -0.3922, -1.7257]]
}


Entry 2
{
  "formula": "C2H5N3OS",
  "method": "ωB97M-V/def2-TZVPD",
  "charge": 0,
  "species": ["C", "C", "H", "H", "H", "H", "H", "N", "N", "N", "O", "S"],
  "xyz": [[0.3799, -1.6091, 0.2070], [-0.0406, 0.5857, -0.9833], [-0.2828, -0.1050, 1.4492], [-0.0077, -1.7017, 2.1973], [0.5906, -1.2005, -1.7827], [-0.0145, 0.9733, -1.9963], [-0.3872, 3.4558, 0.7313], [0.0209, -1.0653, 1.3964], [0.3267, -0.7296, -0.9100], [-0.3798, 1.2834, 0.0221], [0.7072, -2.7679, 0.0319], [-0.9127, 2.8807, -0.3629]]
}


Most stable structure: entry 2